Model a:
C4H6O | the ωB97M-V functional and the def2-TZVPD basis

Computed properties:
total charge	0
E_LUMO	0.0313	hartree
gap between HOMO and LUMO	9.4	eV
multiplicity	1

Element x y z (Å)
O1 -1.9813 -1.0964 0.7608
C1 -0.9694 -0.7292 -0.1459
C2 -0.2615 0.4969 0.3358
C3 0.9765 0.6005 -0.0401
C4 2.0296 0.7257 -0.7854
H1 -1.5459 -1.2297 1.6132
H2 -0.2177 -1.5229 -0.2927
H3 -1.4380 -0.5571 -1.1175
H4 1.3410 1.7499 -0.8016
H5 -0.7764 1.2800 0.8683
H6 2.9831 0.2669 -0.4587

---

Model b:
C4H6O | the ωB97M-V functional and the def2-TZVPD basis

Computed properties:
total charge	0
E_LUMO	0.0401	hartree
gap between HOMO and LUMO	10.6	eV
multiplicity	1

Element x y z (Å)
O1 3.0017 -0.1886 0.2774
C1 2.2061 -0.1269 -0.5315
C2 -0.1800 0.3338 1.1437
C3 -0.8093 1.0241 -0.0321
C4 -1.1862 -0.2764 0.6102
H1 0.2941 -1.4087 -1.6129
H2 0.5912 0.3782 1.8960
H3 -1.4325 1.9074 0.1295
H4 -0.2965 1.0206 -1.0005
H5 -1.8630 -1.1166 0.5857
H6 -0.3591 -1.6253 -1.3374

---

Model c:
C4H6O | the ωB97M-V functional and the def2-TZVPD basis

Computed properties:
total charge	0
E_LUMO	0.0375	hartree
gap between HOMO and LUMO	11.1	eV
multiplicity	1
SMILES string	C#CCOC

Element x y z (Å)
C1 -1.7118 0.2614 0.1614
O1 -0.5853 0.1103 0.9840
C2 0.4345 -0.6624 0.4129
C3 1.3228 0.0756 -0.5012
C4 2.2766 0.6623 -0.9400
H1 -1.4749 0.8052 -0.7615
H2 -2.4452 0.8318 0.7369
H3 -2.1399 -0.7147 -0.1008
H4 1.1004 -0.9448 1.2323
H5 0.0390 -1.5863 -0.0363
H6 3.1839 1.1616 -1.1875

---

Model d:
C4H6O | the ωB97M-V functional and the def2-TZVPD basis

Computed properties:
total charge	0
E_LUMO	0.0395	hartree
gap between HOMO and LUMO	9.8	eV
multiplicity	1
SMILES string	C[C@@]12C[C@@H]1O2

Element x y z (Å)
C1 0.8163 -1.0749 0.5194
C2 1.2349 -0.0821 -0.6871
C3 0.1027 0.2121 0.1418
C4 -1.3783 0.7465 -0.0136
O1 1.2596 1.0892 0.0881
H1 0.1688 -1.8682 0.2547
H2 1.4776 -1.2016 1.5150
H3 1.4634 -0.1739 -1.8352
H4 -1.4626 1.0390 -1.0431
H5 -1.7254 1.4932 0.6919
H6 -1.9571 -0.1793 0.3682

---

Which one is the most stable? From the structures above, model c.